(1)
C48H50F3NO9P3S3Ti as an isolated structure in a non-equilibrium geometry, computed with the ωB97M-V functional and the def2-TZVPD basis.

Calculated values
- ΔE to the lowest compared entry with this formula, charge and spin (kJ/mol) = 167.28
- LUMO level (eV) = 2.189
- HOMO-LUMO gap (eV) = 7.3
- electronic energy (hartree) = -5959.0494
- molar mass (g mol⁻¹) = 1078.91

Geometry as ORCA input:
```
! wB97M-V def2-TZVPD RIJCOSX def2/J DEFGRID3
* xyz -1 1
Ti -0.0408 -0.2295 0.1974
C -6.3839 2.8538 2.3468
C -5.9229 2.6050 0.8991
C -6.9859 3.1161 -0.0883
C -5.7193 1.1148 0.6935
C -6.8039 0.2451 0.6841
C -6.6410 -1.1190 0.5207
C -5.3670 -1.6481 0.4036
C -4.2593 -0.8163 0.4430
P -2.5368 -1.4462 0.5526
C -2.6960 -2.1368 2.2558
C -3.7801 -1.8373 3.0869
C -3.8424 -2.3320 4.3786
C -2.8230 -3.1300 4.8735
C -1.7367 -3.4183 4.0688
C -1.6664 -2.9135 2.7781
C -2.7067 -2.9196 -0.5341
C -2.0587 -4.1239 -0.2769
C -2.0370 -5.1294 -1.2324
C -2.6549 -4.9463 -2.4597
C -3.3132 -3.7532 -2.7232
C -3.3299 -2.7480 -1.7721
C -4.4479 0.5628 0.5648
O -3.3061 1.3079 0.5519
C -3.4023 2.6666 0.4952
C -2.2206 3.3506 0.2069
C -2.2692 4.7339 0.0782
C -3.4444 5.4261 0.2979
C -4.6004 4.7265 0.5915
C -4.6148 3.3401 0.6563
P -0.6302 2.4620 -0.1590
C 0.5329 3.5542 0.7632
C 1.8923 3.4993 0.4513
C 2.8059 4.2852 1.1301
C 2.3867 5.1262 2.1482
C 1.0495 5.1444 2.5079
C 0.1320 4.3570 1.8283
C -0.4854 3.1789 -1.8701
C -1.6287 3.2422 -2.6693
C -1.5689 3.7257 -3.9651
C -0.3587 4.1375 -4.5033
C 0.7868 4.0577 -3.7290
C 0.7255 3.5763 -2.4290
H -7.3161 2.3236 2.5511
H -6.5405 3.9194 2.5243
H -5.6261 2.4989 3.0467
H -7.9370 2.6049 0.0591
H -6.6575 2.9405 -1.1137
H -7.1587 4.1842 0.0379
H -7.8036 0.6398 0.8152
H -7.5044 -1.7719 0.5131
H -5.2241 -2.7160 0.3009
H -4.5864 -1.2104 2.7352
H -4.6928 -2.0843 5.0023
H -2.8671 -3.5009 5.8901
H -0.9068 -3.9969 4.4510
H -0.7887 -3.1174 2.1938
H -1.5545 -4.2762 0.6683
H -1.5177 -6.0572 -1.0243
H -2.6130 -5.7244 -3.2120
H -3.7939 -3.5957 -3.6808
H -3.8168 -1.8070 -1.9951
H -1.3705 5.2675 -0.1995
H -3.4596 6.5063 0.2313
H -5.5172 5.2778 0.7593
H 2.2535 2.7832 -0.2700
H 3.8577 4.2009 0.8879
H 3.0998 5.7463 2.6775
H 0.7137 5.7549 3.3370
H -0.8944 4.3525 2.1617
H -2.5775 2.9051 -2.2740
H -2.4740 3.7708 -4.5588
H -0.3116 4.5070 -5.5202
H 1.7425 4.3601 -4.1395
H 1.6340 3.5144 -1.8507
O 3.8006 0.9575 0.8912
S 2.5677 0.2446 1.2008
N 1.5969 0.3853 -0.0162
F 0.0279 0.5234 -2.6733
C -0.6999 -0.2150 -1.7834
F -1.9926 0.3019 -1.9171
F -0.8005 -1.4383 -2.3890
O -0.4061 1.2962 4.0578
S 0.3770 0.6177 3.0538
O 1.4514 1.5163 2.5196
O -0.5610 0.3277 1.8466
S 1.1392 -1.0540 3.6723
C 1.3598 -5.5779 2.9712
C 1.7212 -5.3201 1.5128
C 1.1462 -6.4056 0.6051
C 3.2410 -5.2496 1.3699
O 1.0586 -4.0869 1.1622
P 1.5914 -2.8718 0.2925
O 2.8104 -2.2373 0.8183
O 0.2949 -2.0342 0.1507
O 1.9047 -3.6221 -1.0954
C 2.8264 -3.2481 -2.1710
C 2.7375 -4.4431 -3.1171
C 2.3541 -1.9782 -2.8588
C 4.2764 -3.0814 -1.7117
H 1.7559 -6.5440 3.2856
H 0.2763 -5.5812 3.1015
H 1.7796 -4.7878 3.5959
H 1.6349 -7.3608 0.8019
H 1.3006 -6.1170 -0.4351
H 0.0747 -6.5170 0.7835
H 3.6948 -6.1115 1.8589
H 3.6095 -4.3323 1.8273
H 3.5242 -5.2471 0.3179
H 1.6914 -4.6427 -3.3541
H 3.1650 -5.3292 -2.6431
H 3.2841 -4.2386 -4.0379
H 1.3484 -2.1177 -3.2492
H 3.0224 -1.7162 -3.6798
H 2.3483 -1.1550 -2.1471
H 4.6100 -3.9485 -1.1399
H 4.3929 -2.1994 -1.0915
H 4.9032 -2.9780 -2.5991
*
```

(2)
C48H50N10O2S3Sc as an isolated structure in a non-equilibrium geometry, computed with the ωB97M-V functional and the def2-TZVPD basis.

Calculated values
- ΔE to the lowest compared entry with this formula, charge and spin (kJ/mol) = 0.00
- LUMO level (eV) = -7.173
- HOMO-LUMO gap (eV) = 8.1
- electronic energy (hartree) = -4511.4458
- molar mass (g mol⁻¹) = 940.15

Geometry as ORCA input:
```
! wB97M-V def2-TZVPD RIJCOSX def2/J DEFGRID3
* xyz 3 1
Sc -0.0467 -1.6567 1.1707
N 0.2651 -1.9513 3.3708
C 1.5768 -1.4296 3.7541
C 2.0579 -1.7610 5.2077
C 1.4018 -1.1460 6.4601
C 1.5013 0.4134 6.4504
N 0.6555 1.0477 5.4360
C -0.7149 0.8661 5.3837
N -1.4060 1.1382 6.5496
N -1.3117 0.4511 4.2826
C 2.5725 -1.7111 2.5866
O 3.7275 -2.0431 2.8045
O 2.0268 -1.4846 1.3996
H -0.4855 -1.3946 3.8256
H 0.0851 -2.9258 3.6344
H 1.4629 -0.3560 3.6475
H 3.1341 -1.5355 5.2201
H 1.9835 -2.8709 5.4496
H 1.8602 -1.4656 7.4281
H 0.3482 -1.3849 6.5249
H 2.5275 0.7708 6.3025
H 1.2220 0.7516 7.4581
H 1.0971 1.1570 4.5494
H -1.1213 1.8088 7.2377
H -2.4403 0.9969 6.4481
H -0.8228 0.8155 2.2126
H -2.3030 0.4852 4.4558
N -0.0862 -1.8239 -0.8298
S 0.2757 -1.7739 -2.2600
N 0.0455 -0.3507 -2.9895
S 0.3517 1.0781 -2.5525
N 0.3832 1.5622 -1.0474
S -0.2604 1.7038 0.3486
N -0.5285 0.4660 1.2988
C -1.8623 2.4549 0.0523
C -2.1166 3.8049 0.4312
C -3.4210 4.2782 0.5607
C -4.4910 3.4592 0.2045
C -4.2207 2.1286 -0.1112
C -2.9509 1.6070 -0.1875
C 0.6779 2.8367 1.3617
C 1.9980 3.0260 1.0199
C 2.8868 3.5911 1.8724
C 2.4780 4.1123 3.1206
C 1.0950 3.9982 3.4563
C 0.1934 3.3412 2.5854
C 2.0005 1.5380 -3.0972
C 3.0851 1.4945 -2.2526
C 4.3181 2.1269 -2.6186
C 4.4693 2.6644 -3.9180
C 3.4643 2.3764 -4.8356
C 2.1997 1.8595 -4.4403
C -0.7170 2.0284 -3.5395
C -1.7418 1.3782 -4.2011
C -2.5376 2.0451 -5.1322
C -2.3221 3.3733 -5.4552
C -1.3079 4.0536 -4.7822
C -0.4796 3.3945 -3.8471
C -0.7321 -2.7095 -3.3667
C -2.0441 -2.2791 -3.6402
C -2.8029 -2.8348 -4.6735
C -2.4049 -4.0892 -5.1033
C -1.1842 -4.6378 -4.6690
C -0.2840 -3.9421 -3.8771
C 1.9284 -2.1879 -2.6871
C 2.8629 -2.7395 -1.8331
C 4.0758 -3.2309 -2.3527
C 4.4121 -3.0291 -3.7149
C 3.5485 -2.3070 -4.4812
C 2.3163 -1.8366 -3.9952
H -1.2313 4.4200 0.7292
H -3.6070 5.2744 0.9777
H -5.4951 3.7511 0.1574
H -5.0443 1.4558 -0.2412
H -2.7661 0.5470 -0.4427
H 2.3697 2.8262 -0.0028
H 3.9223 3.7450 1.5631
H 3.1741 4.6419 3.7626
H 0.7562 4.3915 4.3922
H -0.8535 3.3322 2.8571
H 2.9347 1.0283 -1.2842
H 5.1237 2.2775 -1.8845
H 5.3520 3.1962 -4.2601
H 3.4891 2.6147 -5.8970
H 1.4215 1.5834 -5.1490
H -1.9964 0.3450 -4.0063
H -3.4059 1.5683 -5.5215
H -2.8941 3.8546 -6.2040
H -1.1096 5.1223 -4.9378
H 0.3152 3.9714 -3.3225
H -2.4079 -1.3392 -3.1275
H -3.7310 -2.3773 -5.0007
H -3.0383 -4.6488 -5.7567
H -1.0285 -5.6386 -5.0131
H 0.7140 -4.3060 -3.7281
H 2.6476 -2.8055 -0.7820
H 4.7045 -3.7970 -1.7487
H 5.3824 -3.3855 -4.0756
H 3.7886 -2.0631 -5.5405
H 1.7077 -1.2074 -4.6438
N 0.8006 -5.1480 1.0625
C 0.4256 -4.0564 1.1748
H 1.2623 -6.0912 0.9590
C -4.8460 -3.0322 2.2888
C -3.9175 -4.0573 2.1130
C -2.5815 -3.7075 1.8227
N -2.2212 -2.3883 1.5516
C -3.1427 -1.4307 1.7678
C -4.4271 -1.7110 2.1819
H -5.8581 -3.3603 2.6084
H -4.1973 -5.1144 2.0895
H -1.8558 -4.4780 1.5734
H -2.8837 -0.4241 1.4373
H -5.1759 -0.9742 2.4286
*
```

(3)
C48H51BCdIN8O6PSTe as an isolated structure in a non-equilibrium geometry, computed with the ωB97M-V functional and the def2-TZVPD basis.

Calculated values
- ΔE to the lowest compared entry with this formula, charge and spin (kJ/mol) = 271.94
- LUMO level (eV) = 3.764
- HOMO-LUMO gap (eV) = 4.5
- electronic energy (hartree) = -4247.2874
- molar mass (g mol⁻¹) = 1276.76

Geometry as ORCA input:
```
! wB97M-V def2-TZVPD RIJCOSX def2/J DEFGRID3
* xyz -2 1
Cd 0.4250 0.5860 0.5402
C 4.2345 -4.6556 -0.4747
C 3.8767 -3.3183 -1.0347
C 4.6501 -2.4844 -1.8090
C 3.8312 -1.3587 -2.0382
N 2.6556 -1.5027 -1.4505
N 2.6836 -2.7033 -0.8395
B 1.4180 -3.4087 -0.3173
N 1.0711 -3.0008 1.1187
N 1.4472 -1.8282 1.6657
C 1.0395 -1.8679 2.9312
C 0.3459 -3.0663 3.1891
C 0.3744 -3.7538 1.9949
C -0.1932 -5.0937 1.6626
C 1.3603 -0.8374 3.9301
C 2.5522 -0.1224 3.8712
C 2.8774 0.7727 4.8786
C 2.0186 0.9691 5.9494
C 0.8156 0.2776 6.0020
C 0.4920 -0.6221 5.0005
N 0.2224 -3.2025 -1.2865
N -0.8844 -2.5065 -0.9803
C -1.6821 -2.6105 -2.0333
C -1.0856 -3.3888 -3.0444
C 0.1428 -3.7396 -2.5236
C 1.2441 -4.5362 -3.1399
C -3.0540 -2.0872 -2.0620
C -3.5782 -1.5430 -3.2334
C -4.9143 -1.1773 -3.3041
C -5.7428 -1.3482 -2.2041
C -5.2183 -1.8609 -1.0243
C -3.8835 -2.2230 -0.9502
C 4.2398 -0.1818 -2.8289
C 4.2513 1.0934 -2.2710
C 4.7524 2.1667 -2.9932
C 5.2404 1.9845 -4.2799
C 5.2101 0.7180 -4.8513
C 4.7150 -0.3571 -4.1281
H 5.3018 -4.8247 -0.6217
H 4.0133 -4.7150 0.5910
H 3.6863 -5.4589 -0.9711
H 5.6633 -2.6426 -2.1403
H 1.6666 -4.5928 -0.3071
H -0.1051 -3.3836 4.1139
H -0.7820 -5.4524 2.5070
H -0.8372 -5.0399 0.7836
H 0.5954 -5.8192 1.4533
H 3.2022 -0.2565 3.0167
H 3.7951 1.3427 4.8060
H 2.2635 1.6876 6.7226
H 0.1148 0.4590 6.8089
H -0.4508 -1.1560 5.0307
H -1.4941 -3.6452 -4.0080
H 0.9280 -4.8923 -4.1206
H 2.1433 -3.9289 -3.2631
H 1.5072 -5.3957 -2.5202
H -2.9209 -1.3976 -4.0824
H -5.3103 -0.7525 -4.2195
H -6.7892 -1.0710 -2.2601
H -5.8550 -1.9763 -0.1550
H -3.4594 -2.6076 -0.0302
H 3.8628 1.2411 -1.2668
H 4.7601 3.1499 -2.5380
H 5.6326 2.8245 -4.8417
H 5.5775 0.5697 -5.8606
H 4.6794 -1.3442 -4.5738
Te 2.5120 2.1429 0.7134
I -0.6051 -0.4939 -4.0433
C -0.0084 1.4992 -3.7426
C 0.1787 2.3171 -4.8495
C 0.4933 3.6445 -4.6122
C 0.6217 4.0819 -3.3018
C 0.4390 3.1706 -2.2749
N 0.1165 1.8932 -2.4935
H 0.0804 1.9224 -5.8502
H 0.6416 4.3249 -5.4428
H 0.8746 5.1084 -3.0709
H 0.5749 3.4415 -1.2333
O -2.2620 -1.2064 2.8821
C -1.9715 -0.0657 3.2216
N -1.1739 0.7952 2.5413
S -1.0208 2.2293 3.3163
O 0.2646 2.4211 3.9234
O -1.5575 3.3199 2.5369
C -2.1599 1.8490 4.6335
C -2.5671 2.6047 5.7159
C -3.3991 1.9982 6.6486
C -3.7997 0.6695 6.4930
C -3.3750 -0.0739 5.3998
C -2.5462 0.5385 4.4759
H -2.2463 3.6325 5.8272
H -3.7405 2.5625 7.5082
H -4.4447 0.2176 7.2369
H -3.6629 -1.1078 5.2584
C -5.6342 1.0210 1.2701
C -4.1735 0.7984 0.9461
O -3.9721 1.0162 -0.4536
P -2.4126 1.1435 -0.9698
O -2.7782 1.6348 -2.4815
C -4.0573 2.0073 -2.9708
C -3.8442 2.6636 -4.3198
O -1.9162 2.5029 -0.2517
C -2.3390 3.8364 -0.5009
C -3.5934 4.2069 0.2701
H -5.7891 0.8732 2.3408
H -6.2614 0.3183 0.7223
H -5.9410 2.0358 1.0096
H -3.8656 -0.2155 1.2124
H -3.5490 1.4927 1.5166
H -4.6856 1.1184 -3.0642
H -4.5546 2.6885 -2.2760
H -3.2515 3.5732 -4.2119
H -4.8046 2.9188 -4.7730
H -3.3046 1.9855 -4.9813
H -2.4789 3.9760 -1.5781
H -1.5103 4.4660 -0.1732
H -4.4555 3.6347 -0.0758
H -3.7994 5.2715 0.1333
H -3.4334 4.0130 1.3304
*
```

(4)
A 11-piece molecular cluster, C48H51BF10N2O36 overall in a non-equilibrium geometry, computed with the ωB97M-V functional and the def2-TZVPD basis.

Calculated values
- LUMO level (eV) = -0.415
- HOMO-LUMO gap (eV) = 7.9
- electronic energy (hartree) = -5701.1935
- molar mass (g mol⁻¹) = 1432.71
- SMILES = O=C(CCOC(=O)N(CCc1ccccc1)OB(O)O)Nc1ccccc1.O=C1OC[C@@H](F)O1.O=C1OC[C@@H](F)O1.O=C1OC[C@@H](F)O1.O=C1OC[C@@H](F)O1.O=C1OC[C@@H](F)O1.O=C1OC[C@@H](F)O1.O=C1OC[C@@H](F)O1.O=C1OC[C@@H](F)O1.O=C1OC[C@@H](F)O1.O=C1OC[C@@H](F)O1

Geometry as ORCA input:
```
! wB97M-V def2-TZVPD RIJCOSX def2/J DEFGRID3
* xyz 0 1
O 1.1241 -2.8060 4.8728
C 1.3918 -1.9075 4.0358
C 2.0548 -2.3259 2.6404
C 2.1627 -1.0741 1.6086
O 3.3586 -0.2757 1.8025
C 4.3100 -0.5227 0.7440
O 4.9838 -1.5744 0.8343
N 4.4314 0.4955 -0.2911
C 3.1343 0.8189 -0.9503
C 2.5409 -0.3720 -1.8743
C 0.9610 -0.0376 -2.0388
C -0.1330 -0.6794 -1.1337
C -1.6350 -0.2385 -1.3577
C -1.9593 0.8280 -2.4541
C -0.8442 1.4351 -3.3563
C 0.6299 1.0160 -3.1597
O 5.4300 0.2230 -1.1807
B 6.1535 1.4462 -1.5420
O 7.0975 1.4974 -2.6433
O 5.8539 2.6143 -0.7314
N 1.0724 -0.4673 4.2936
C -0.2784 -0.4741 4.9268
C -0.5008 0.1411 6.3310
C -1.9097 0.1468 6.9805
C -3.1454 -0.4807 6.2605
C -2.8906 -1.1128 4.8730
C -1.4826 -1.1274 4.1875
H 3.0689 -2.8384 2.7334
H 1.3150 -3.0573 2.1400
H 1.1958 -0.4533 1.7231
H 2.1628 -1.5249 0.5605
H 2.3388 0.9962 -0.1324
H 3.1517 1.7911 -1.5664
H 2.9899 -0.3666 -2.9401
H 2.7286 -1.4162 -1.4513
H 0.2275 -1.4210 -0.3521
H -2.4353 -0.6932 -0.6718
H -3.0388 1.1896 -2.6096
H -1.0483 2.2310 -4.1584
H 1.4497 1.4975 -3.8107
H 6.7635 0.7941 -3.2574
H 5.0706 3.0440 -1.1587
H 1.7463 -0.1202 5.0017
H 0.3536 0.6222 6.9132
H -2.0737 0.5959 8.0283
H -4.1775 -0.4780 6.7625
H -3.7875 -1.5698 4.3203
H -1.4181 -1.5935 3.1507
C 10.3027 0.7987 -0.4079
C 9.5577 1.9795 0.1265
O 10.5709 2.7569 0.7298
C 11.7057 2.4814 0.0264
O 12.7000 3.1436 0.0691
O 11.5646 1.3608 -0.7388
F 8.6759 1.6047 1.0843
H 10.4399 0.0127 0.3402
H 9.8223 0.3662 -1.2870
H 9.0455 2.5717 -0.6379
C -5.9009 4.7643 -3.1347
C -5.9205 3.3511 -3.6239
O -4.5534 3.0614 -3.8310
C -3.8786 3.8378 -2.9368
O -2.7352 3.6715 -2.6321
O -4.6710 4.8233 -2.4264
F -6.5663 3.2559 -4.8124
H -5.8857 5.4926 -3.9505
H -6.7430 4.9900 -2.4788
H -6.3444 2.6353 -2.9137
C 1.0360 -4.8882 -2.6732
C 0.0354 -4.9877 -3.7782
O -1.1984 -4.8072 -3.1116
C -0.9183 -4.0191 -2.0373
O -1.7429 -3.4356 -1.3943
O 0.4220 -3.9670 -1.7848
F 0.0476 -6.2222 -4.3362
H 1.1922 -5.8406 -2.1568
H 1.9995 -4.5152 -3.0186
H 0.1484 -4.2283 -4.5569
C -6.0845 3.4999 7.6997
C -6.1708 2.3103 6.7978
O -5.0903 1.5035 7.2228
C -4.9220 1.7912 8.5444
O -4.2874 1.1174 9.3025
O -5.5709 2.9359 8.8982
F -5.9640 2.6626 5.5079
H -5.3908 4.2600 7.3295
H -7.0565 3.9652 7.8699
H -7.1052 1.7477 6.8829
C -1.5563 4.8803 0.1226
C -0.9494 5.7960 1.1364
O -2.0610 6.2120 1.9020
C -2.9515 5.1802 1.8390
O -3.8859 5.0540 2.5748
O -2.6411 4.3078 0.8398
F -0.4018 6.8873 0.5424
H -1.9401 5.4126 -0.7517
H -0.8592 4.1114 -0.2142
H -0.2111 5.3202 1.7885
C -9.9197 1.8330 -7.7934
C -9.6285 2.2974 -6.4021
O -10.1568 1.2634 -5.5980
C -10.0608 0.1320 -6.3529
O -10.1574 -0.9763 -5.9169
O -9.8332 0.4210 -7.6664
F -10.2954 3.4438 -6.1225
H -10.9244 2.1071 -8.1277
H -9.1949 2.2072 -8.5180
H -8.5643 2.4252 -6.1843
C 1.4249 -6.6835 2.1314
C 1.5822 -5.9798 0.8219
O 1.6015 -7.0346 -0.1170
C 0.8487 -8.0268 0.4436
O 0.4160 -8.9622 -0.1607
O 0.6446 -7.8148 1.7747
F 2.7698 -5.3293 0.7595
H 2.3796 -7.0167 2.5484
H 0.9124 -6.0711 2.8752
H 0.7673 -5.2894 0.5829
C -0.1419 7.2414 -2.5880
C 0.0178 7.9380 -3.9016
O 0.0216 6.8754 -4.8335
C -0.7367 5.8933 -4.2701
O -1.1795 4.9567 -4.8745
O -0.9348 6.1140 -2.9354
F 1.2099 8.5767 -3.9717
H 0.8107 6.9010 -2.1724
H -0.6459 7.8618 -1.8459
H -0.7904 8.6348 -4.1425
C 0.7476 -5.2365 7.0649
C 1.0346 -4.7676 8.4554
O 0.5168 -5.8078 9.2602
C 0.6244 -6.9384 8.5064
O 0.5392 -8.0484 8.9438
O 0.8486 -6.6488 7.1933
F 0.3574 -3.6291 8.7348
H -0.2598 -4.9733 6.7305
H 1.4678 -4.8554 6.3400
H 2.0977 -4.6288 8.6731
C 5.3535 -4.5795 -5.9667
C 4.3526 -4.6795 -7.0730
O 3.1182 -4.4989 -6.4080
C 3.3967 -3.7107 -5.3339
O 2.5675 -3.1288 -4.6936
O 4.7338 -3.6580 -5.0796
F 4.3656 -5.9123 -7.6306
H 5.5089 -5.5314 -5.4512
H 6.3188 -4.2053 -6.3105
H 4.4650 -3.9197 -7.8519
*
```